Version i
This record from the Open Molecules 2025 dataset describes C4H24B4O2SV as an isolated structure. The level of theory is ωB97M-V/def2-TZVPD.

Values from the calculation:
LUMO energy (spin up / spin down)   0.083 / 0.083 Eh
Net charge   -1
Multiplicity   3
<S²>   2.010

Each line ends with the Löwdin charge.
Atoms and positions in Å:
V: 0.2416 0.4063 1.4152  0.71
B: 0.3837 -1.7409 1.3823  -0.41
H: 0.3654 -1.3238 0.3391  -0.04
H: -0.6111 -1.5187 1.8528  0.01
H: 0.4830 -2.8863 1.2686  0.01
H: 1.2683 -1.4013 1.9965  0.01
B: -1.8124 1.1264 0.9439  -0.39
H: -1.9197 0.6255 1.9483  -0.02
H: -1.4402 0.3391 0.2349  -0.05
H: -2.8387 1.4662 0.5352  0.01
H: -1.0505 1.9553 1.0649  0.01
B: 2.2551 1.3651 1.6482  -0.36
H: 3.2529 1.7084 1.1774  0.01
H: 2.2887 1.1653 2.7828  0.00
H: 1.3525 2.0008 1.4254  -0.02
H: 2.0393 0.4127 1.0872  -0.05
B: -0.1031 0.7783 3.7093  -0.39
H: 0.5457 1.3555 4.4748  0.00
H: 0.3714 -0.1519 3.2782  -0.04
H: -1.1407 0.5369 4.1625  0.00
H: -0.1605 1.4906 2.8355  -0.06
C: -0.0638 -1.7079 -3.1043  -0.22
C: -1.2943 -1.2038 -2.3716  -0.21
C: -1.3657 0.3319 -2.5260  -0.21
S: 0.3019 0.7578 -2.2086  0.72
O: 0.5214 0.7171 -0.7717  -0.39
O: 0.6359 1.9756 -2.9310  -0.31
C: 1.0696 -0.6625 -2.9958  -0.19
H: -0.2820 -2.0211 -4.1336  0.11
H: 0.3360 -2.6746 -2.7860  0.11
H: -1.1988 -1.4860 -1.3174  0.11
H: -2.2334 -1.6728 -2.6656  0.12
H: -2.0045 0.9178 -1.8716  0.10
H: -1.5863 0.4545 -3.5872  0.11
H: 1.8596 -1.0485 -2.3534  0.11
H: 1.5337 -0.3870 -3.9389  0.10

=====

Version ii
This record from the Open Molecules 2025 dataset describes C4H24B4O2SV as an isolated structure. The level of theory is ωB97M-V/def2-TZVPD.

Values from the calculation:
LUMO energy (spin up / spin down)   0.092 / 0.092 Eh
Net charge   -1
Multiplicity   3
<S²>   2.009

Each line ends with the Löwdin charge.
Atoms and positions in Å:
V: -1.2285 -0.5546 0.9616  0.73
B: -0.5651 -0.3349 3.0895  -0.36
H: 0.2274 -0.3981 2.2965  -0.05
H: -0.1106 -0.0426 4.1075  0.01
H: -1.3460 0.3587 2.6716  -0.02
H: -1.0334 -1.3611 3.1151  -0.01
B: -0.0165 -1.8901 -0.3159  -0.38
H: 0.3814 -0.9435 -0.8477  -0.03
H: 0.4910 -2.7827 -0.8450  0.02
H: 0.1922 -1.8255 0.7911  -0.01
H: -1.1285 -2.0049 -0.3824  -0.03
B: -3.1030 -1.6116 1.1802  -0.42
H: -4.0516 -2.2564 1.3089  0.02
H: -3.0632 -0.7626 1.9203  0.00
H: -2.1705 -2.2264 1.3328  -0.02
H: -3.1196 -1.2437 0.1135  -0.02
B: -2.3958 1.2071 0.0114  -0.38
H: -2.5725 2.1855 -0.5813  0.00
H: -1.7911 1.3018 0.9576  -0.04
H: -3.4233 0.7697 0.2901  -0.02
H: -1.7901 0.5132 -0.6529  -0.02
C: 2.3416 1.2730 -2.6555  -0.20
C: 2.6947 -0.0665 -1.9637  -0.22
C: 2.8037 0.1597 -0.4471  -0.20
S: 1.6097 1.4861 -0.0838  0.73
O: 2.3182 2.6335 0.4706  -0.32
O: 0.4552 0.9889 0.6184  -0.40
C: 1.1685 1.7819 -1.8358  -0.20
H: 2.1084 1.0535 -3.6955  0.11
H: 3.1738 1.9773 -2.6258  0.11
H: 3.5716 -0.5655 -2.3785  0.11
H: 1.8835 -0.7688 -2.1631  0.09
H: 3.7742 0.6123 -0.2481  0.10
H: 2.5392 -0.6583 0.2172  0.10
H: 0.9029 2.8371 -1.8572  0.11
H: 0.2720 1.1586 -1.8744  0.10

=====

Most stable structure, least stable structure: version ii, version i.

=====

Version i
This record from the Open Molecules 2025 dataset describes a 2-piece molecular cluster, C3H2Cl3N overall. The level of theory is ωB97M-V/def2-TZVPD.

Values from the calculation:
LUMO energy (spin up / spin down)   -0.047 / -0.056 Eh
Multiplicity   1

Each line ends with the Löwdin charge.
Atoms and positions in Å:
C: -1.6476 -0.0526 0.5099  -0.37
C: -1.0164 0.6543 -0.3977  0.01
C: 1.4992 -0.3420 0.0779  -1.61
N: -2.2820 -0.6947 1.2212  0.18
Cl: 1.1504 -1.9788 -0.2581  0.60
Cl: 1.9375 0.0097 1.7082  0.56
Cl: 2.5314 0.5292 -1.0754  0.51
H: -1.2528 1.6893 -0.5040  0.08
H: -0.9197 0.1858 -1.2819  0.03

=====

Version ii
This record from the Open Molecules 2025 dataset describes C3H2Cl3N in the gas phase. The level of theory is ωB97M-V/def2-TZVPD.

Values from the calculation:
LUMO energy   -0.019 Eh
SMILES   N#CC(Cl)(Cl)CCl
Multiplicity   1

Each line ends with the Löwdin charge.
Atoms and positions in Å:
N: -1.3307 0.7624 -2.1293  0.21
C: -0.9694 0.3026 -1.1488  -0.36
C: -0.5073 -0.2817 0.0776  -1.14
Cl: -1.3755 0.8003 1.4780  0.49
Cl: -1.0086 -1.9532 0.2130  0.70
C: 0.9799 -0.1158 0.3345  -0.65
Cl: 1.4178 1.6095 0.2893  0.58
H: 1.2309 -0.5020 1.3215  0.08
H: 1.5630 -0.6222 -0.4359  0.09

=====

Most stable structure, least stable structure: version ii, version i.

=====

Version i
This record from the Open Molecules 2025 dataset describes an isolated ion of composition C5H7N2 and charge +1. The level of theory is ωB97M-V/def2-TZVPD.

Values from the calculation:
LUMO energy   -0.135 Eh
SMILES   C#C[C@@H]1N=CC[NH2+]1
Net charge   +1
Multiplicity   1

Each line ends with the Löwdin charge.
Atoms and positions in Å:
C: 2.5542 0.8936 -1.8007  0.20
C: 1.9770 0.4067 -0.8837  -0.06
C: 1.1133 -0.2324 0.1568  -0.19
N: 0.5243 -1.6212 -0.5008  0.16
C: -0.6757 -1.6208 -0.1738  -0.16
C: -1.1591 -0.4275 0.6574  -0.08
N: -0.1388 0.5870 0.2156  0.06
H: 3.1213 1.1555 -2.5697  0.02
H: 1.6174 -0.2485 1.0914  0.15
H: -1.3994 -2.4649 -0.5617  0.17
H: -2.2632 -0.0579 0.4484  0.17
H: -1.0155 -0.5936 1.7845  0.16
H: -0.2759 0.9006 -0.7644  0.19
H: -0.1086 1.5231 0.7024  0.22

=====

Version ii
This record from the Open Molecules 2025 dataset describes an isolated ion of composition C5H7N2 and charge +1. The level of theory is ωB97M-V/def2-TZVPD.

Values from the calculation:
LUMO energy   -0.202 Eh
SMILES   CN=[N+]=c1cc1C
Net charge   +1
Multiplicity   1

Each line ends with the Löwdin charge.
Atoms and positions in Å:
C: -1.4193 0.8752 -2.2110  -0.05
N: -0.8187 1.7030 -1.2352  0.06
N: -0.3519 1.2462 -0.2137  0.14
C: 0.1524 0.1817 0.1860  -0.09
C: 1.4010 -0.4641 -0.1038  0.20
C: 0.9943 -0.5578 1.1277  -0.09
C: 0.7455 -1.0277 2.4761  0.01
H: -0.9751 1.2866 -3.1215  0.10
H: -1.2393 -0.1634 -2.0821  0.07
H: -2.5952 1.0414 -2.3791  0.17
H: 2.0750 -0.8461 -0.8164  0.13
H: 1.0170 -0.1651 3.0085  0.08
H: 1.4029 -1.9012 2.7876  0.13
H: -0.3884 -1.2086 2.5770  0.15

=====

Version iii
This record from the Open Molecules 2025 dataset describes an isolated ion of composition C5H7N2 and charge +1. The level of theory is ωB97M-V/def2-TZVPD.

Values from the calculation:
LUMO energy   -0.166 Eh
SMILES   Cc1c[nH][n+]2c1C2
Net charge   +1
Multiplicity   1

Each line ends with the Löwdin charge.
Atoms and positions in Å:
C: -2.1680 -0.5110 -0.1205  -0.02
C: -0.6941 -0.1748 0.1595  -0.19
C: -0.3096 1.0646 0.6698  0.04
N: 1.0067 1.2738 0.5589  0.15
N: 1.5377 0.0985 0.1763  -0.06
C: 0.5017 -0.7272 -0.0607  0.04
C: 2.2026 -0.8826 -0.7314  0.23
H: -2.8980 -0.3919 0.8520  0.15
H: -2.5938 0.2495 -0.8556  0.11
H: -2.2800 -1.5077 -0.4558  0.05
H: -0.8744 1.6910 1.1818  0.11
H: 1.4232 2.1411 0.6112  0.16
H: 2.7972 -1.6301 -0.1736  0.11
H: 2.3487 -0.6932 -1.8120  0.12

=====

Most stable structure, least stable structure: version i, version ii.